Record 1
Molecular formula: C21H23F18NO8S
Method: DFT, ωB97M-V/def2-TZVPD

The HOMO energy is -0.3487 Ha. As for the multiplicity: 1. For the total energy, the calculation gives -99762.479 eV. As for the SMILES: O=C(F)COC(=O)N(CCCCS(=O)(=O)O)C(F)(F)C(F)(F)C(F)(F)C(F)(F)C(F)(F)C(F)(F)C(F)(F)C(F)(F)F.CC(C)=O.CC(C)=O. For the LUMO energy, the calculation gives -0.826 eV. The largest force on an atom is 6.1 eV/A.

Atoms and positions in Å:
O  -0.393  -3.058  4.861
C  -0.126  -3.496  3.718
F  0.311  -4.848  3.489
C  -0.226  -2.477  2.451
O  -0.343  -3.325  1.273
C  -1.373  -2.853  0.384
O  -2.395  -3.598  0.306
N  -1.221  -1.601  -0.431
C  -2.574  -1.049  -0.747
C  -3.221  -0.589  0.685
C  -4.161  0.700  0.412
C  -4.808  1.329  1.747
S  -4.742  3.206  1.627
O  -5.501  3.882  2.746
O  -5.321  3.542  0.257
O  -3.122  3.623  1.625
C  -0.400  -1.877  -1.617
F  0.616  -2.873  -1.412
F  -1.290  -2.465  -2.609
C  0.274  -0.613  -2.325
F  1.041  -1.153  -3.428
F  -0.668  0.270  -2.968
C  1.366  0.188  -1.437
F  2.030  1.047  -2.390
F  2.414  -0.677  -0.950
C  0.789  0.956  -0.162
F  -0.601  1.326  -0.312
F  0.787  0.049  0.966
C  1.543  2.296  0.284
F  0.740  2.861  1.345
F  1.479  3.312  -0.752
C  3.087  2.162  0.696
F  3.548  3.509  0.998
F  3.953  1.706  -0.344
C  3.424  1.295  1.995
F  2.464  1.336  3.035
F  3.595  -0.103  1.668
C  4.842  1.725  2.688
F  4.708  2.867  3.530
F  5.170  0.635  3.569
F  5.904  1.830  1.765
H  -1.070  -1.718  2.566
H  0.825  -1.989  2.392
H  -2.569  -0.097  -1.385
H  -3.296  -1.781  -1.245
H  -2.327  -0.188  1.307
H  -3.751  -1.449  1.219
H  -4.967  0.509  -0.396
H  -3.479  1.527  -0.034
H  -4.288  0.997  2.710
H  -5.928  1.039  1.768
H  -2.997  4.602  1.549
C  4.050  6.988  -3.762
C  3.600  6.681  -2.358
C  3.919  5.315  -1.811
O  3.002  7.505  -1.691
H  3.753  8.007  -4.023
H  5.138  6.914  -3.828
H  3.580  6.296  -4.463
H  5.001  5.168  -1.792
H  3.443  4.547  -2.426
H  3.536  5.233  -0.792
C  -1.439  -6.781  0.186
C  -2.238  -7.527  -0.848
C  -1.609  -7.721  -2.203
O  -3.349  -7.958  -0.599
H  -2.015  -6.717  1.112
H  -0.506  -7.312  0.390
H  -1.229  -5.769  -0.166
H  -0.685  -8.294  -2.105
H  -1.407  -6.750  -2.661
H  -2.298  -8.275  -2.845

Record 2
Molecular formula: C57H73Cl3N7O3SeSi2Ti
Method: DFT, ωB97M-V/def2-TZVPD

The energy above the lowest of the compared OMol25 structures with the same formula, charge and spin comes out at 160.7 kJ/mol. The HOMO energy is -0.1255 Ha. As for the multiplicity: 1. For the total energy, the calculation gives -218664.703 eV. The net charge is -1. For the LUMO energy, the calculation gives 1.156 eV. The largest force on an atom is 2.2 eV/A.

Atoms and positions in Å:
Ti  -0.097  0.027  -0.480
C  -6.673  2.675  0.195
C  -6.490  1.796  -1.051
C  -6.406  2.693  -2.297
C  -7.737  0.919  -1.200
C  -5.202  0.983  -0.937
C  -3.990  1.659  -0.834
C  -2.800  0.948  -0.805
N  -1.508  1.408  -0.727
C  -1.064  2.713  -0.675
C  -1.643  3.863  -1.185
C  -1.052  5.099  -0.949
C  0.038  5.145  -0.087
C  0.673  4.011  0.422
C  0.200  2.762  -0.016
O  0.758  1.576  0.158
C  1.731  4.131  1.523
C  2.202  5.573  1.735
C  2.974  3.270  1.273
C  1.059  3.649  2.823
C  -1.638  6.337  -1.622
C  -0.946  7.630  -1.185
C  -3.129  6.460  -1.266
C  -1.476  6.184  -3.142
C  -2.806  -0.476  -0.794
O  -1.593  -1.002  -0.683
C  -4.019  -1.169  -0.900
C  -5.187  -0.407  -0.978
C  -4.058  -2.694  -1.045
C  -5.474  -3.263  -0.913
C  -3.521  -3.036  -2.443
C  -3.189  -3.379  0.022
H  -7.587  3.268  0.106
H  -6.747  2.057  1.092
H  -5.836  3.361  0.324
H  -7.335  3.256  -2.424
H  -5.585  3.406  -2.221
H  -6.243  2.083  -3.186
H  -8.616  1.558  -1.311
H  -7.665  0.290  -2.088
H  -7.888  0.284  -0.325
H  -3.969  2.737  -0.763
H  -2.523  3.774  -1.808
H  0.432  6.112  0.187
H  2.624  5.989  0.819
H  1.390  6.217  2.080
H  2.981  5.582  2.501
H  3.533  3.639  0.415
H  3.624  3.307  2.154
H  2.711  2.236  1.077
H  0.166  4.241  3.036
H  0.766  2.600  2.729
H  1.752  3.744  3.664
H  -1.071  7.796  -0.113
H  0.120  7.601  -1.415
H  -1.383  8.479  -1.714
H  -3.253  6.472  -0.181
H  -3.548  7.383  -1.674
H  -3.708  5.625  -1.662
H  -0.418  6.148  -3.404
H  -1.933  5.260  -3.496
H  -1.939  7.024  -3.669
H  -6.127  -0.928  -1.068
H  -6.129  -2.914  -1.714
H  -5.428  -4.353  -0.972
H  -5.917  -2.995  0.048
H  -4.109  -2.529  -3.210
H  -2.490  -2.703  -2.536
H  -3.568  -4.116  -2.619
H  -3.588  -3.180  1.021
H  -3.194  -4.461  -0.142
H  -2.162  -3.030  -0.022
C  6.534  -7.046  9.139
O  5.884  -5.809  9.335
C  5.263  -5.250  8.262
C  4.594  -4.051  8.495
C  3.915  -3.423  7.474
C  3.897  -3.961  6.184
C  4.584  -5.151  5.960
C  5.257  -5.796  6.983
C  3.219  -3.302  5.076
N  3.536  -3.457  3.810
C  2.675  -2.662  3.108
C  1.799  -2.023  3.969
N  2.172  -2.431  5.225
C  0.745  -1.173  3.530
C  -0.182  -0.522  4.342
C  -1.162  0.252  3.751
C  -1.209  0.334  2.365
N  -0.346  -0.272  1.573
C  0.659  -1.001  2.125
C  1.621  -1.561  1.230
N  1.520  -1.235  -0.089
C  2.416  -1.732  -0.927
C  3.461  -2.561  -0.534
C  3.577  -2.913  0.793
C  2.643  -2.415  1.698
H  6.954  -7.324  10.102
H  7.339  -6.969  8.402
H  5.833  -7.823  8.818
H  4.632  -3.620  9.487
H  3.420  -2.480  7.674
H  4.582  -5.570  4.963
H  5.778  -6.719  6.772
H  1.736  -2.168  6.090
H  -0.138  -0.610  5.420
H  -1.881  0.791  4.349
H  -1.979  0.922  1.877
H  2.310  -1.469  -1.970
H  4.175  -2.900  -1.269
H  4.377  -3.548  1.149
C  4.235  2.630  -4.595
Si  4.061  3.024  -2.748
C  5.769  3.551  -2.085
C  2.847  4.471  -2.577
Se  3.408  1.171  -1.664
H  4.642  3.467  -5.173
H  3.254  2.376  -5.000
H  4.885  1.765  -4.734
H  6.142  4.462  -2.563
H  6.489  2.751  -2.260
H  5.728  3.722  -1.007
H  3.225  5.379  -3.058
H  2.635  4.700  -1.532
H  1.899  4.202  -3.045
N  -0.003  -2.920  -1.638
C  -0.062  -3.748  -2.444
N  -0.170  -4.720  -3.335
C  0.483  -5.995  -3.046
C  1.682  -6.191  -3.970
C  1.254  -6.148  -5.454
C  -0.157  -5.571  -5.625
C  -0.363  -4.346  -4.746
H  -0.237  -6.809  -3.170
H  0.800  -5.986  -2.004
H  2.170  -7.138  -3.736
H  2.396  -5.391  -3.764
H  1.288  -7.149  -5.889
H  1.961  -5.528  -6.009
H  -0.906  -6.328  -5.380
H  -0.315  -5.282  -6.664
H  -1.374  -3.952  -4.866
H  0.334  -3.554  -5.029
Cl  -1.863  -0.131  -3.775
Si  0.143  0.302  -3.060
Cl  0.313  2.141  -4.070
Cl  1.124  -0.984  -4.475

- Among the records above, which one has the highest LUMO?
  C57H73Cl3N7O3SeSi2Ti